42
Properties=species:S:1:pos:R:3:nbo_charge:R:1 method="wB97M-V/def2-TZVPD" lumo_energy_ev=0.94 energy_ev=-18930.392 total_charge=0
C 2.02621 2.83954 -0.87215 -0.602
C 2.31165 1.34306 -0.82172 -0.406
C 2.90073 0.93801 0.53045 -0.437
C 3.29725 -0.54746 0.62406 -0.060
O 2.42765 -1.32889 1.41702 -0.536
C 1.15477 -1.57572 0.85697 -0.076
C 1.15661 -2.70599 -0.18801 -0.441
C 0.14048 -2.45425 -1.30565 -0.227
N -1.20036 -2.24695 -0.81531 -0.604
C -1.72579 -1.00125 -0.64728 0.477
N -1.09102 0.00734 -1.09567 -0.565
C -1.63618 1.33245 -0.96483 -0.233
C -1.73058 1.81277 0.48926 -0.410
C -2.96405 1.29393 1.22463 -0.393
C -2.99250 -0.22469 1.38441 -0.388
C -3.07086 -0.96518 0.04495 -0.478
H 1.30231 3.11460 -0.10827 0.200
H 2.93676 3.41128 -0.70282 0.199
H 1.62208 3.11718 -1.84276 0.207
H 1.38571 0.79963 -1.01686 0.220
H 3.02346 1.08591 -1.61045 0.190
H 2.18488 1.15210 1.32686 0.209
H 3.78571 1.54984 0.71811 0.202
H 3.38936 -0.97037 -0.38580 0.155
H 4.26390 -0.64795 1.12403 0.189
H 0.52234 -1.84773 1.70699 0.181
H 0.75056 -0.66613 0.40417 0.186
H 2.14959 -2.77699 -0.63411 0.214
H 0.95127 -3.66149 0.29935 0.195
H 0.13416 -3.30730 -1.99294 0.193
H 0.40143 -1.54988 -1.85692 0.238
H -1.59566 -2.99557 -0.26887 0.382
H -0.95417 1.98959 -1.51356 0.198
H -2.62691 1.40966 -1.43593 0.172
H -0.82788 1.49851 1.01831 0.200
H -1.75913 2.90510 0.49247 0.208
H -2.99889 1.75012 2.21775 0.208
H -3.86090 1.61231 0.68566 0.192
H -2.10177 -0.55216 1.92704 0.200
H -3.86556 -0.49249 1.98539 0.208
H -3.42632 -1.98518 0.20684 0.211
H -3.79036 -0.45931 -0.60478 0.223


56
Properties=species:S:1:pos:R:3:nbo_charge:R:1 method="wB97M-V/def2-TZVPD" lumo_energy_ev=-4.43 energy_ev=-62501.960 total_charge=+1
O 6.16107 -2.49615 2.60782 -0.974
P 5.52787 -1.55494 1.43021 1.376
O 5.27079 -2.55833 0.17745 -0.973
C 3.80263 -1.39366 2.15750 -0.424
C 3.66409 -0.16329 3.13384 -0.245
N 2.70588 0.75910 2.47564 -0.613
C 1.95497 -0.15125 1.70012 0.675
N 0.66153 -0.12167 1.58559 -0.347
N 0.02363 -1.13606 0.85918 -0.383
C -0.13913 -0.93723 -0.36180 0.159
S -0.21189 -0.86949 -1.88512 0.348
N 2.77774 -1.05229 1.15472 -0.560
H 5.55496 -2.68797 3.33489 0.494
H 4.74168 -3.34564 0.37459 0.491
H 3.51620 -2.32475 2.66102 0.212
H 3.29194 -0.60826 4.05304 0.226
H 4.62983 0.31314 3.27787 0.241
H 3.26376 1.33104 1.84737 0.410
H 0.15494 0.61625 2.06462 0.452
H 2.40902 -1.77623 0.55118 0.430
C 1.85527 -3.75379 8.73578 -0.258
O 1.77170 -3.51775 7.32065 -0.490
C 1.19973 -2.36958 6.99105 0.975
O 0.76723 -1.53568 7.73719 -0.622
O 1.18413 -2.28237 5.64676 -0.512
C 0.59276 -1.08325 5.16136 -0.255
H 2.33922 -4.71814 8.85051 0.204
H 2.45182 -2.98125 9.21563 0.198
H 0.86081 -3.78561 9.17453 0.201
H 1.14777 -0.20712 5.50012 0.194
H -0.44835 -1.00380 5.46767 0.211
H 0.64885 -1.12195 4.07526 0.157
C -2.78094 5.81030 -3.95638 -0.258
O -1.50593 5.41373 -3.42967 -0.483
C -1.20600 4.13891 -3.61453 0.984
O -1.88975 3.30980 -4.15964 -0.657
O 0.00068 3.90179 -3.08406 -0.493
C 0.43940 2.55855 -3.25783 -0.255
H -2.88242 6.86682 -3.73108 0.205
H -2.81182 5.65867 -5.03297 0.200
H -3.58220 5.25253 -3.47627 0.194
H 0.53279 2.31319 -4.31441 0.205
H -0.25140 1.86516 -2.77703 0.171
H 1.41650 2.48674 -2.78575 0.190
C -3.81296 1.01884 -4.44214 -0.252
O -5.07252 0.62604 -4.99456 -0.495
C -4.97353 -0.09076 -6.11437 0.978
O -3.94560 -0.42175 -6.64779 -0.648
O -6.20181 -0.37990 -6.53568 -0.490
C -6.24790 -1.15131 -7.74050 -0.256
H -4.03300 1.58680 -3.54348 0.192
H -3.22464 0.13696 -4.18552 0.172
H -3.26391 1.64547 -5.13503 0.214
H -5.75584 -2.11162 -7.59971 0.192
H -5.77956 -0.61011 -8.56003 0.195
H -7.30008 -1.30688 -7.95783 0.200


59
Properties=species:S:1:pos:R:3:nbo_charge:R:1 method="wB97M-V/def2-TZVPD" lumo_energy_ev=-0.44 energy_ev=-208408.504 total_charge=0
C 1.86773 -1.13330 1.01815 -0.634
C 0.99516 -0.36967 -0.02053 -0.226
N -0.40533 -0.17627 0.44300 -0.707
C -1.32096 -0.82347 -0.45047 0.256
O -1.22955 -0.07289 -1.69266 -0.672
S -1.40742 1.51250 -1.42511 2.328
O -0.17138 2.17683 -1.21478 -0.900
O -1.99186 2.02594 -2.63045 -0.957
C -2.63625 1.85459 -0.08432 -0.168
O -2.10283 2.78255 0.81676 -0.721
B -2.39189 4.08094 0.32101 1.326
O -1.65684 4.64914 -0.67920 -0.888
O -3.46176 4.81906 0.83292 -0.925
C -3.23786 0.57085 0.65456 -0.490
I -2.55342 0.67242 2.74313 0.259
P -5.04677 0.97922 0.87616 2.365
O -5.09880 2.38323 1.31871 -1.161
O -5.66160 0.14724 2.11283 -0.998
O -5.92549 0.87808 -0.45622 -0.995
C -2.87910 -0.77792 -0.02416 -0.024
N -3.50942 -0.95150 -1.33426 -0.833
C -3.07666 -2.05126 0.85502 -0.104
Br -1.57630 -2.85611 1.80366 0.068
C -4.19620 -2.73180 1.02649 -0.062
C -4.28538 -3.97370 1.90262 -0.667
Br -5.85357 -2.27741 0.18036 0.085
H 1.94493 -2.17537 0.67544 0.204
H 1.43976 -1.17480 2.03069 0.196
H 2.87948 -0.72530 1.11697 0.235
H 1.48213 0.59340 -0.20429 0.224
H 1.03290 -0.95856 -0.94491 0.192
H -0.39689 -0.53597 1.38864 0.405
H -1.03352 -1.85386 -0.70924 0.193
H -3.48657 2.35529 -0.57720 0.230
H -2.26313 5.04298 -1.32298 0.502
H -4.24652 4.54968 0.32853 0.502
H -5.66461 0.73012 2.88864 0.534
H -6.59141 1.58676 -0.44592 0.534
H -4.23623 -0.27639 -1.52336 0.389
H -3.77428 -1.90875 -1.50178 0.389
H -3.72858 -4.78787 1.42384 0.238
H -5.33018 -4.28189 2.00837 0.233
H -3.89958 -3.76484 2.90446 0.240
C 6.17586 -1.77963 0.27770 -0.255
O 5.50404 -0.54430 0.09944 -0.555
C 6.36722 0.57562 0.25363 -0.089
C 6.76248 1.15906 -1.08726 -0.090
O 7.58452 0.26295 -1.82278 -0.552
C 6.87596 -0.41956 -2.84360 -0.255
H 5.50913 -2.57534 -0.05339 0.189
H 7.09650 -1.82727 -0.30832 0.181
H 6.40679 -1.93327 1.33737 0.167
H 7.25333 0.30625 0.83605 0.176
H 5.81157 1.33274 0.81590 0.186
H 7.35136 2.06551 -0.91585 0.185
H 5.87573 1.43747 -1.66440 0.179
H 6.65448 0.26410 -3.66974 0.169
H 5.94547 -0.85338 -2.46958 0.178
H 7.51160 -1.22283 -3.21431 0.189


47
Properties=species:S:1:pos:R:3:mulliken_spin:R:1 method="wB97M-V/def2-TZVPD" lumo_energy_ev="3.06 / 3.01" energy_ev=-88780.884 spin_multiplicity=6 total_charge=-1
Fe -0.67099 1.62617 -0.28537 3.869
Cl -0.03754 2.02520 1.71821 0.191
Cl -2.36830 0.34038 -0.62206 0.143
C -0.92008 3.22456 -0.79252 -0.183
H -1.32264 3.27304 -1.83765 0.062
H 0.00724 3.85787 -0.81080 0.044
C 1.01500 -0.40489 -0.17385 0.202
C 0.56421 0.50959 -1.16628 -0.061
H 1.81838 0.07636 0.41687 0.026
C 1.70368 1.24985 -1.87359 0.075
H -0.19687 0.19262 -1.89699 -0.046
C 2.62297 0.25783 -2.61983 0.015
H 1.34458 2.02788 -2.56260 0.009
H 2.30861 1.77868 -1.12266 0.007
C 2.72382 -1.12112 -1.92926 0.017
H 2.24625 0.15211 -3.64727 0.004
H 3.65264 0.63127 -2.74237 -0.003
C 1.57728 -1.59187 -0.95716 -0.004
H 2.88777 -1.90251 -2.68441 -0.003
H 3.59732 -1.14527 -1.26191 -0.005
H 0.77077 -2.06833 -1.53753 0.001
H 1.92215 -2.36231 -0.24790 0.013
C 1.40055 -0.65030 4.65748 0.006
C 1.47322 -1.68634 3.57465 -0.002
O 1.19926 -1.14199 2.26600 -0.043
P -0.14121 -0.92427 1.41138 0.506
O -1.17125 -0.79986 2.68514 0.088
C -2.48313 -0.20304 2.84369 0.016
C -2.91475 -0.28198 4.29078 0.014
O -0.53824 -2.35561 0.83132 0.004
C -1.80340 -3.05650 0.89501 0.023
C -1.50316 -4.46781 0.45738 0.006
H 2.05219 0.18490 4.39888 0.000
H 1.73251 -1.07434 5.60748 0.000
H 0.38239 -0.28293 4.79699 0.001
H 2.48766 -2.08199 3.49073 0.001
H 0.83263 -2.54204 3.80566 0.001
H -2.34905 0.82728 2.50343 0.011
H -3.19073 -0.73254 2.19376 -0.014
H -2.27512 0.33383 4.93084 0.003
H -3.92613 0.11975 4.40251 -0.003
H -2.95573 -1.31515 4.65451 -0.002
H -2.22072 -3.04853 1.91678 -0.001
H -2.50461 -2.55024 0.21856 0.013
H -0.83586 -4.95831 1.17683 -0.001
H -2.44832 -5.01152 0.43617 0.000
H -1.05827 -4.49084 -0.54547 -0.002


55
Properties=species:S:1:pos:R:3:nbo_charge:R:1 method="wB97M-V/def2-TZVPD" lumo_energy_ev=0.29 energy_ev=-106921.597 total_charge=0
C 3.42087 -1.99332 4.97056 -0.484
N 2.78997 -3.19466 4.34839 0.534
O 2.65464 -3.17824 3.14848 -0.361
O 2.40558 -4.07986 5.09006 -0.386
H 4.39961 -1.83898 4.53073 0.236
H 3.54482 -2.20249 6.02735 0.228
H 2.73489 -1.17194 4.79924 0.234
C -1.10354 -3.84905 3.26662 -0.258
O -2.07827 -3.11011 2.52650 -0.491
C -1.64535 -1.98553 1.96581 0.991
O -0.52489 -1.54552 2.06229 -0.666
O -2.67534 -1.45070 1.32982 -0.489
C -2.54842 -0.13092 0.81641 -0.258
H -0.80647 -3.30148 4.15906 0.186
H -0.22340 -4.05355 2.66357 0.204
H -1.58919 -4.77003 3.56950 0.199
H -3.48828 0.09189 0.32260 0.201
H -1.76339 -0.00010 0.06783 0.193
H -2.36365 0.58086 1.62239 0.188
C 0.64918 1.32400 2.47786 -0.252
O 0.89073 1.06241 1.10429 -0.489
C 0.34182 1.91517 0.25420 0.988
O -0.27280 2.90058 0.54197 -0.653
O 0.59203 1.49059 -0.98997 -0.507
C -0.14664 2.11230 -2.03325 -0.252
H -0.39677 1.58631 2.63183 0.194
H 1.24605 2.16769 2.82650 0.185
H 0.89243 0.41833 3.01660 0.206
H -0.23414 1.35139 -2.80697 0.194
H 0.34420 3.02129 -2.36065 0.198
H -1.18278 2.27727 -1.72546 0.187
Cl -3.71795 4.97867 -2.78403 -0.065
C -3.91658 5.01836 -1.01469 -0.379
C -2.56011 5.10680 -0.35618 -0.400
Cl -2.69782 4.82720 1.38084 -0.045
H -4.44156 4.11488 -0.71020 0.218
H -4.55681 5.85629 -0.75276 0.219
H -2.09880 6.06678 -0.58543 0.218
H -1.87714 4.34276 -0.71901 0.235
Cl 0.95665 -1.51480 -7.19415 -0.045
C 1.86042 -0.23959 -6.35831 -0.400
C 1.55391 -0.22327 -4.90092 -0.365
Cl 2.64150 0.96846 -4.10113 -0.078
H 1.70301 0.72426 -6.83907 0.224
H 2.92834 -0.42402 -6.47569 0.224
H 1.78319 -1.19565 -4.47073 0.216
H 0.57015 0.08116 -4.56348 0.224
Cl -0.82315 -1.74257 -2.17414 -0.079
C 0.59660 -2.72633 -1.72927 -0.374
C 1.37822 -2.01049 -0.66344 -0.393
Cl 2.89345 -2.92565 -0.37645 -0.071
H 1.19749 -2.85275 -2.62873 0.213
H 0.27892 -3.72506 -1.43988 0.223
H 0.79750 -1.91686 0.25316 0.251
H 1.68707 -1.03219 -1.02049 0.231


48
Properties=species:S:1:pos:R:3:mulliken_charge:R:1 method="wB97M-V/def2-TZVPD" lumo_energy_ev=-6.84 energy_ev=-58996.913 total_charge=+2
C -1.39939 0.03337 -5.80448 -0.812
I -1.99484 0.27481 -3.69872 0.028
H -0.30938 0.12002 -5.81480 0.301
H -1.86951 0.81493 -6.40237 0.339
H -1.72474 -0.94997 -6.14067 0.351
La 0.05675 0.02382 -1.23140 1.445
P 0.18163 3.04086 -1.21151 0.475
C -1.27165 4.15562 -1.17855 -1.149
C 1.26958 3.89356 -0.01059 -1.202
H 1.33480 4.96327 -0.24023 0.408
H 1.10140 4.65717 -2.79790 0.368
H 2.26811 3.44294 -0.04035 0.357
H 1.94797 3.06597 -2.88638 0.368
H -1.79405 4.02783 -0.22146 0.359
H 0.86732 3.76122 0.99954 0.369
C 0.97301 3.56347 -2.79198 -1.135
H -0.96687 5.20618 -1.28729 0.375
H 0.34525 3.25478 -3.63911 0.363
H -1.96141 3.88411 -1.98813 0.350
P 0.17667 -2.97546 -0.80951 0.441
C -1.24706 -4.10052 -0.53513 -1.198
C 1.00166 -3.80071 -2.22935 -1.128
H 2.26036 -3.06053 0.44661 0.358
H 1.37388 -4.62054 0.55854 0.402
H 0.85602 -3.19811 1.52143 0.329
C 1.27380 -3.52695 0.56175 -1.150
H 1.97601 -3.32811 -2.40285 0.372
H 1.13028 -4.87409 -2.02542 0.374
H -0.92182 -5.14975 -0.47062 0.377
H -1.96306 -3.98927 -1.36080 0.377
H 0.39254 -3.66443 -3.13099 0.385
H -1.75489 -3.81949 0.39683 0.351
Cl 2.61776 0.00294 -1.47766 -0.527
N -1.05055 -0.35988 6.30855 -0.299
C 0.02768 0.02575 5.55296 0.272
O 1.06661 0.40355 6.08878 -0.577
C -0.10103 -0.00568 4.05417 1.002
C -1.26465 -0.38093 3.36168 -0.500
C -1.28097 -0.38183 1.96850 -0.749
N -0.18559 -0.01420 1.22533 -0.272
C 0.95299 0.36000 1.89756 -0.066
C 1.01492 0.37003 3.28633 -0.824
H -0.93233 -0.36148 7.31083 0.259
H -1.89425 -0.75389 5.92264 0.139
H -2.16136 -0.67443 3.90570 0.335
H -2.16943 -0.67375 1.39846 0.464
H 1.81460 0.65173 1.27528 0.582
H 1.93724 0.66610 3.78680 0.511